C5H13N3 | ωB97M-V/def2-TZVPD

Computed properties:
SMILES: [H]/N=C(\C)N.CC(C)=N
Kohn-Sham gap (alpha / beta): 6.67 / 6.55 eV
E_HOMO (alpha / beta): -6.5 / -6.3 eV
net charge: 0
energy above the lowest of the compared OMol25 structures with the same formula, charge and spin: 4.643 eV

Geometry as XYZ:
```
21
C5H13N3 (ωB97M-V/def2-TZVPD)
H -1.07361 -0.80720 1.93829
N -1.19341 0.16529 1.66392
C -1.22909 0.22689 0.25142
C -1.72442 -0.92040 -0.57280
N -1.52661 1.45341 -0.21185
H -1.13898 -1.81668 -0.38430
H -2.75720 -1.11396 -0.25381
H -1.71967 -0.70317 -1.64247
H -1.47076 1.63124 -1.20192
H -1.27742 2.21883 0.39991
C 1.45923 -1.28852 0.15468
C 0.93580 0.12770 0.18502
C 1.46876 1.05421 -0.88125
N 0.65844 0.71585 1.39964
H 2.51829 -1.35221 0.44801
H 1.38389 -1.72668 -0.84558
H 0.90053 -1.93584 0.83962
H 1.02646 2.04787 -0.79269
H 1.25878 0.66558 -1.88482
H 2.55909 1.18942 -0.81792
H 0.94189 0.16837 2.20889
```

C15H23AuI2OP2 | ωB97M-V/def2-TZVPD

Computed properties:
Kohn-Sham gap (alpha / beta): 5.36 / 5.12 eV
E_HOMO (alpha / beta): -13.2 / -13.8 eV
multiplicity: 3
net charge: +2
energy above the lowest of the compared OMol25 structures with the same formula, charge and spin: 0.000 eV

Geometry as XYZ:
```
44
C15H23AuI2OP2 (ωB97M-V/def2-TZVPD)
I -0.00387 -1.53115 -7.28409
I -0.00439 1.50209 -7.17800
Au -0.00415 0.00058 -1.53580
P -2.37259 0.00466 -1.30133
C -3.27591 -0.06417 -2.86934
C -2.96277 -1.39085 -0.30314
H -4.04841 -1.31379 -0.13259
H -4.05551 1.42907 -0.27560
H -2.43395 -1.38723 0.65519
H -2.45880 1.56298 0.53403
H -3.00782 -0.98127 -3.40805
H -2.74424 -2.33100 -0.82736
C -2.96690 1.48403 -0.43360
H -4.36010 -0.05400 -2.68518
H -2.73058 2.37402 -1.03212
H -3.00427 0.79940 -3.48869
P 2.36364 -0.01078 -1.29502
C 3.27254 -0.07829 -2.86024
C 2.96070 1.46196 -0.41783
H 2.42092 -1.41151 0.65938
H 4.03316 -1.34242 -0.13178
H 2.72198 -2.34992 -0.82790
C 2.94697 -1.41265 -0.30129
H 2.44621 1.53726 0.54639
H 4.04801 1.40140 -0.25308
H 4.35621 -0.07215 -2.67270
H 3.00549 0.78725 -3.47863
H 2.73233 2.35592 -1.01365
H 3.00334 -0.99361 -3.40167
C 0.00045 -0.06865 -3.46643
O 0.00372 -0.14488 -4.60363
C -0.01857 -0.01117 0.49997
C -0.00945 -0.01150 1.72594
C -0.00159 -0.00142 3.15572
C -1.05793 0.57907 3.88049
C -1.04837 0.60549 5.28586
C 0.02692 0.04664 5.98412
C 1.08459 -0.54297 5.28350
C 1.06405 -0.56503 3.87762
H -1.90467 1.02011 3.33409
H -1.88000 1.06460 5.82711
H 0.04048 0.06917 7.07651
H 1.92643 -0.98417 5.82250
H 1.89672 -1.03111 3.33032
```

C41H43FN4O3S2SiW | ωB97M-V/def2-TZVPD

Computed properties:
Kohn-Sham gap (alpha / beta): 6.35 / 6.77 eV
E_HOMO (alpha / beta): -12.8 / -13.5 eV
multiplicity: 3
net charge: +2
energy above the lowest of the compared OMol25 structures with the same formula, charge and spin: 4.993 eV

Geometry as XYZ:
```
96
C41H43FN4O3S2SiW (ωB97M-V/def2-TZVPD)
W 0.31641 -0.11954 0.07127
C -4.69952 1.83699 5.51117
C -4.13303 0.44659 5.73439
C -3.57963 0.28136 7.13929
C -3.13924 -1.15421 7.36115
C -2.17987 -1.58725 6.28736
C -1.28450 -2.60533 6.51771
C -0.37771 -2.98887 5.53251
F 0.47919 -3.97677 5.80065
C -0.33069 -2.37384 4.31639
C -1.23626 -1.33773 4.05036
C -1.20090 -0.67138 2.76885
O -0.37405 -1.07140 1.87389
C -2.08664 0.39439 2.58451
C -2.98047 0.72350 3.58951
N -3.05133 0.10116 4.75049
C -2.16359 -0.94251 5.03156
C -2.17261 1.18145 1.33606
O -2.91105 2.11073 1.19455
O -1.35978 0.76934 0.34020
H -5.39495 2.04511 6.32259
H -5.26418 1.93253 4.58461
H -3.91631 2.59701 5.54002
H -4.91750 -0.29800 5.57552
H -4.36156 0.54958 7.84800
H -2.75047 0.97833 7.29045
H -4.01509 -1.80994 7.34253
H -2.67726 -1.28104 8.33932
H -1.26200 -3.11397 7.47364
H 0.39755 -2.66960 3.57708
H -3.67127 1.53257 3.40406
C 0.49647 1.09199 -1.58222
Si 2.23976 0.83154 -2.26866
C 2.71200 -1.03844 -2.07643
N 1.11781 -2.10804 -0.35347
C 0.63824 -3.33204 0.45421
C 1.37039 -4.68209 0.48053
C 2.84663 -4.76453 0.86483
C 3.29711 -3.81420 1.95786
C 3.04563 -2.32578 1.69376
C 3.45994 2.02874 -1.52185
C 3.06296 3.08063 -0.69538
C 3.98473 4.00131 -0.21390
C 5.32460 3.88551 -0.55365
C 5.73798 2.85972 -1.39563
C 4.81032 1.95125 -1.88087
C 2.18804 1.02941 -4.11985
C 1.35798 0.22105 -4.90250
C 1.28415 0.38193 -6.27569
C 2.04569 1.36600 -6.89456
C 2.86793 2.18438 -6.13559
C 2.93630 2.02016 -4.75779
H -0.19514 0.82481 -2.38792
H 0.35531 2.15082 -1.35285
H 3.77343 -1.09855 -2.34023
H 2.24392 -1.42275 -2.98330
H -0.36324 -3.51385 0.06974
H 0.50705 -2.97492 1.46213
H 1.20361 -5.23441 -0.44274
H 0.79614 -5.22099 1.24233
H 3.48244 -4.61278 -0.00840
H 3.04354 -5.79069 1.18079
H 4.36797 -3.96227 2.11065
H 2.81951 -4.06704 2.90944
H 3.67257 -1.78094 2.39623
H 2.02811 -2.04195 1.96886
H 2.01804 3.20302 -0.42960
H 3.65348 4.81928 0.41402
H 6.04353 4.60409 -0.18240
H 6.77757 2.78123 -1.68617
H 5.15037 1.17634 -2.56457
H 0.74341 -0.54303 -4.43327
H 0.63393 -0.25063 -6.86654
H 1.99108 1.49674 -7.96715
H 3.45668 2.95536 -6.61470
H 3.57798 2.67442 -4.17967
C -1.06410 -2.40583 -3.33227
C 0.07596 -2.54658 -2.38412
N 0.12322 -1.80583 -1.32931
C 2.52342 -2.11492 -0.94862
C 2.58824 -3.39626 -1.71248
S 1.24765 -3.77893 -2.73879
C 3.35794 -1.76506 0.31808
C 4.10512 -0.66426 0.23373
S 4.33515 0.46072 1.57245
C 2.68988 1.05539 1.70667
N 1.66922 0.60440 1.08007
C 2.54224 2.16514 2.70741
H -1.63092 -1.50662 -3.09806
H -1.72364 -3.27078 -3.22588
H -0.72093 -2.37911 -4.36526
H 3.50338 -3.91342 -1.96308
H 4.41613 -0.23048 -0.69875
H 3.46782 2.72877 2.81333
H 2.28762 1.73316 3.67831
H 1.73735 2.82962 2.39950
```

C18H42Cu2N7O9 | ωB97M-V/def2-TZVPD

Computed properties:
Kohn-Sham gap (alpha / beta): 4.73 / 4.96 eV
E_HOMO (alpha / beta): -10.6 / -14.1 eV
multiplicity: 4
net charge: +2

Geometry as XYZ:
```
78
C18H42Cu2N7O9 (ωB97M-V/def2-TZVPD)
Cu -1.47470 2.98600 0.01918
Cu -0.10635 -3.35567 -0.22809
N 0.14339 0.16622 -0.39617
O 1.31339 0.62719 -0.44072
O -0.76882 0.93420 -0.07097
O -0.06891 -1.00719 -0.59335
C -2.48943 2.20637 4.19236
C -1.37145 2.41500 3.29003
O -1.60915 2.74936 2.14114
N -0.15333 2.22195 3.89430
C 1.15672 2.54387 3.47283
H -3.32339 1.79864 3.62108
H -2.82025 3.15624 4.61237
H -2.18915 1.48288 4.95031
H -0.08162 1.80133 4.80974
H 1.91721 2.33411 4.22500
H 1.23423 3.58733 3.16740
H 1.42631 1.97405 2.58360
C -5.62983 1.27907 1.19762
C -4.45070 1.29178 0.16457
O -3.60375 2.11877 0.09117
N -4.44275 0.18838 -0.61293
C -3.54811 -0.06853 -1.79072
H -5.20355 1.43636 2.18840
H -6.01257 0.26449 1.30822
H -6.32617 2.06351 0.90118
H -4.89609 -0.63969 -0.25392
H -3.99176 -0.70542 -2.55599
H -2.50044 -0.29903 -1.59744
H -3.44844 0.90424 -2.27227
C 2.06418 -2.19246 3.53607
C 2.25394 -2.04313 2.03320
O 1.45684 -2.50842 1.23042
N 3.40669 -1.42203 1.74539
C 3.91561 -1.39582 0.41398
H 3.00377 -2.07533 4.07604
H 1.55785 -3.07352 3.93036
H 1.42995 -1.33596 3.76466
H 4.02698 -1.01600 2.43131
H 3.78536 -2.29162 -0.19321
H 4.96684 -1.11015 0.37642
H 3.50646 -0.59692 -0.20444
C -1.05102 -2.87225 -4.72141
C -1.66495 -3.06794 -3.35920
O -0.98694 -3.07565 -2.30994
N -3.01142 -3.20925 -3.39467
C -3.88718 -3.47096 -2.20806
H -1.77228 -2.79105 -5.53461
H -0.34048 -3.68009 -4.89644
H -0.50742 -1.93177 -4.81139
H -3.48118 -3.08095 -4.27952
H -4.76240 -2.82244 -2.24686
H -3.41787 -3.32616 -1.23498
H -4.25677 -4.49627 -2.22350
C 2.61480 3.86469 0.05839
C 1.43754 4.68840 0.50976
O 0.35994 4.11894 0.56738
N 1.69724 5.99258 0.72045
C 0.71366 6.97624 1.04185
H 2.59378 3.74733 -1.02507
H 2.84210 2.92908 0.56935
H 3.52286 4.46557 0.10804
H 2.64389 6.33652 0.64527
H 0.15476 6.82197 1.96485
H -0.03027 7.23672 0.28897
H 1.23045 7.91658 1.23365
C 3.92345 -5.14520 -1.61809
C 2.86381 -4.07102 -1.91311
O 1.80228 -3.94628 -1.32196
N 3.19900 -3.15391 -2.80347
C 2.37561 -1.97050 -3.15194
H 4.19653 -5.19299 -0.56394
H 4.78804 -4.97504 -2.25968
H 3.58897 -6.17437 -1.74859
H 4.04382 -3.28711 -3.34072
H 1.36536 -1.88194 -2.75236
H 2.23267 -1.81005 -4.22055
H 2.92445 -1.05623 -2.92616
```

C7H6N4O2 | ωB97M-V/def2-TZVPD

Computed properties:
SMILES: O=C[NH+]=C=[N+]=Cc1nccnc1O
Kohn-Sham gap: 7.10 eV
E_HOMO: -17.8 eV
net charge: +2
energy above the lowest of the compared OMol25 structures with the same formula, charge and spin: 0.000 eV

Geometry as XYZ:
```
19
C7H6N4O2 (ωB97M-V/def2-TZVPD)
O -1.81592 2.86871 0.76132
C -1.39011 3.75941 0.14352
N 0.01870 3.67852 -0.35836
C 0.57275 2.53024 -0.45040
N 0.95527 1.43601 -0.47875
C 1.21533 0.15001 -0.76923
C 0.56490 -0.93533 -0.19961
N -0.79539 -0.81069 0.00824
C -1.52504 -1.81642 0.41129
C -0.94673 -3.10077 0.56449
N 0.27627 -3.26116 0.22919
C 1.15163 -2.30122 0.03772
O 2.41315 -2.51447 0.23327
H -2.05343 4.70338 -0.02036
H 0.68257 4.43005 -0.51348
H 2.12357 -0.14513 -1.41432
H -2.51560 -1.51927 0.43663
H -1.72050 -3.87298 0.72694
H 2.78855 -3.27888 0.65191
```

C30H36BN5O13P2 | ωB97M-V/def2-TZVPD

Computed properties:
SMILES: CC(C)CCB(CON=O)PP(=O)(O)O.O=[N+]([O-])c1ccccc1.O=[N+]([O-])c1ccccc1.O=[N+]([O-])c1ccccc1.O=[N+]([O-])c1ccccc1
Kohn-Sham gap: 8.92 eV
E_HOMO: -9.7 eV
net charge: 0

Geometry as XYZ:
```
87
C30H36BN5O13P2 (ωB97M-V/def2-TZVPD)
C 1.21200 2.70785 1.19159
C 0.59992 1.75189 0.14706
C 1.67372 1.35985 -0.88927
C -0.03168 0.53015 0.82647
C 0.97012 -0.29823 1.66351
B 1.39747 -1.69032 1.10116
C 0.55007 -2.49036 0.01993
O -0.75123 -2.84908 0.54502
N -0.60624 -3.33227 1.85129
O -1.61932 -3.30006 2.42782
P 2.98983 -2.56755 1.77971
P 4.46524 -1.99949 0.32873
O 4.28570 -2.82737 -0.86718
O 5.86764 -2.19848 1.06957
O 4.44549 -0.42769 -0.01412
H 1.24798 3.71196 0.76800
H 0.57667 2.71553 2.07642
H 2.21257 2.36616 1.45006
H -0.22117 2.28886 -0.33005
H 2.68007 1.60050 -0.54496
H 1.50368 1.85359 -1.84733
H 1.64730 0.28672 -1.10954
H -0.56013 -0.07565 0.08536
H -0.79436 0.91571 1.50920
H 0.53994 -0.49062 2.65849
H 1.89543 0.25830 1.84421
H 1.05185 -3.37120 -0.38868
H 0.32016 -1.83348 -0.82410
H 3.36641 -1.77567 2.88840
H 6.40324 -1.39323 1.06023
H 4.07925 0.10147 0.70921
O 4.94767 2.81148 5.09111
N 3.83178 2.96331 4.63734
O 3.55825 2.93866 3.45127
C 2.72518 3.18936 5.58630
C 3.00799 3.24936 6.93856
C 1.96293 3.47452 7.82048
C 0.66755 3.63091 7.34310
C 0.40817 3.56009 5.98042
C 1.44438 3.33871 5.08714
H 4.02120 3.12370 7.29002
H 2.16168 3.52894 8.88222
H -0.14354 3.80960 8.03680
H -0.60074 3.67874 5.60874
H 1.26404 3.28341 4.02439
O -3.03219 2.36099 2.56566
N -2.78495 2.98496 1.55181
O -1.67889 3.39703 1.25509
C -3.89186 3.25108 0.61727
C -5.16086 2.81113 0.94694
C -6.19922 3.07530 0.06813
C -5.95527 3.76422 -1.11304
C -4.67040 4.18995 -1.42476
C -3.62271 3.93467 -0.55450
H -5.32958 2.27505 1.86888
H -7.20011 2.74275 0.30714
H -6.77047 3.97011 -1.79405
H -4.48256 4.72332 -2.34658
H -2.61732 4.25870 -0.77853
O 0.01924 -2.96471 -4.73691
N 0.70627 -3.19493 -5.71739
O 0.27928 -3.31321 -6.84731
C 2.15321 -3.32343 -5.49357
C 2.61820 -3.21505 -4.20088
C 3.97409 -3.33250 -3.96138
C 4.84236 -3.55679 -5.02305
C 4.35531 -3.66274 -6.32366
C 2.99404 -3.54595 -6.57000
H 1.92990 -3.03586 -3.38834
H 4.32505 -3.24111 -2.94391
H 5.90417 -3.65154 -4.83538
H 5.03397 -3.83603 -7.14797
H 2.59444 -3.62227 -7.57010
O -7.18479 -2.08290 -1.74950
N -6.49397 -2.31362 -2.72365
O -6.91359 -2.41039 -3.85970
C -5.04395 -2.48734 -2.50990
C -4.54948 -2.41252 -1.21943
C -3.18923 -2.59045 -1.02187
C -2.35525 -2.83388 -2.10538
C -2.87063 -2.89812 -3.39398
C -4.23061 -2.72523 -3.60348
H -5.21560 -2.22180 -0.39144
H -2.78074 -2.54105 -0.02006
H -1.29350 -2.97726 -1.94896
H -2.21312 -3.08451 -4.23021
H -4.65288 -2.77265 -4.59619
```

Summary of energy in Ha
-362.4117 -2073.7362 -3285.2132 -5051.7110 -639.0555 -3123.8607
(order as listed above)
Summary of max |F| in eV Å⁻¹
0.54 3.85 0.36 4.37 3.79 0.78
(order as listed above)